<P>
{
  "formula": "C3H7NO2",
  "method": "the ωB97M-V functional and the def2-TZVPD basis",
  "species": ["N", "C", "O", "H", "C", "C", "O", "H", "H", "H", "H", "H", "H"],
  "xyz": [[2.178, 0.302, 0.952], [1.895, -0.868, 0.738], [1.527, -1.949, 0.497], [2.956, 0.573, 1.534], [-1.452, 0.439, 0.269], [-0.918, -0.194, -1.006], [0.396, 0.231, -1.332], [-1.410, 1.533, 0.204], [-0.871, 0.125, 1.145], [-2.496, 0.155, 0.436], [-0.903, -1.288, -0.899], [-1.584, 0.046, -1.847], [0.682, 0.896, -0.692]],
  "lowdin_charge": [0.17, -0.39, 0.17, 0.09, -0.09, -0.32, -0.10, 0.08, 0.07, 0.08, 0.11, 0.11, 0.05],
  "smiles": "N=C=O.CCO",
  "orbital_gap_ev": 10.8281,
  "lumo_energy_ev": 0.74
}

<Q>
{
  "formula": "C3H7NO2",
  "method": "the ωB97M-V functional and the def2-TZVPD basis",
  "species": ["O", "C", "C", "N", "C", "O", "H", "H", "H", "H", "H", "H", "H"],
  "xyz": [[0.069, -3.003, 1.221], [-0.385, -1.861, 1.285], [-0.421, -0.822, 0.133], [0.132, 0.510, 0.476], [0.058, 1.513, -0.547], [0.612, 1.219, -1.871], [-0.763, -1.259, 2.175], [0.014, -1.308, -0.685], [-1.576, -0.765, -0.116], [1.075, 0.439, 0.846], [0.611, 2.499, -0.364], [-0.926, 1.640, -0.681], [1.500, 1.199, -1.872]],
  "lowdin_charge": [0.04, -0.23, -0.18, -0.05, -0.25, -0.04, 0.13, 0.08, 0.17, 0.11, 0.15, 0.07, 0.00],
  "smiles": "O=CCNCO",
  "orbital_gap_ev": 10.6846,
  "lumo_energy_ev": 0.73
}

<R>
{
  "formula": "C3H7NO2",
  "method": "the ωB97M-V functional and the def2-TZVPD basis",
  "species": ["O", "C", "C", "O", "C", "N", "H", "H", "H", "H", "H", "H", "H"],
  "xyz": [[0.339, -1.452, 1.001], [-0.063, -0.178, 1.451], [0.265, 0.984, 0.521], [-0.715, 1.216, -0.521], [-0.712, 0.437, -1.599], [0.205, -0.497, -1.766], [-0.161, -1.633, 0.197], [-1.139, -0.157, 1.682], [0.481, -0.017, 2.388], [0.240, 1.915, 1.091], [1.257, 0.847, 0.078], [-0.545, -0.031, -2.709], [0.548, -1.434, -1.816]],
  "lowdin_charge": [-0.07, -0.25, -0.16, -0.07, -0.29, 0.07, 0.06, 0.13, 0.12, 0.12, 0.12, 0.13, 0.09],
  "orbital_gap_ev": 9.3298,
  "lumo_energy_ev": 0.94
}

<S>
{
  "formula": "C3H7NO2",
  "method": "the ωB97M-V functional and the def2-TZVPD basis",
  "species": ["N", "C", "O", "C", "C", "O", "H", "H", "H", "H", "H", "H", "H"],
  "xyz": [[-1.339, -1.052, -1.033], [-0.670, 0.163, -1.361], [-0.454, 0.515, -2.493], [-0.227, 0.960, -0.137], [0.989, 0.296, 0.517], [0.597, -0.960, 1.056], [-0.630, -1.725, -0.732], [-1.793, -0.828, -0.153], [-1.025, 1.006, 0.616], [0.019, 1.977, -0.446], [1.778, 0.165, -0.237], [1.375, 0.951, 1.310], [1.385, -1.406, 1.392]],
  "lowdin_charge": [0.11, -0.50, 0.10, -0.11, -0.25, -0.08, 0.09, 0.07, 0.12, 0.12, 0.13, 0.12, 0.10],
  "smiles": "NC(=O)CCO",
  "orbital_gap_ev": 10.3305,
  "lumo_energy_ev": 0.55
}

<P> is preferred energetically. Next in line: 2.3 kcal/mol higher.

<P>
{
  "formula": "C14H16O",
  "method": "the ωB97M-V functional and the def2-TZVPD basis",
  "species": ["C", "C", "C", "C", "C", "O", "C", "C", "H", "H", "H", "H", "H", "H", "H", "H", "C", "C", "C", "C", "C", "C", "C", "H", "H", "H", "H", "H", "H", "H", "H"],
  "xyz": [[-4.223, 1.734, -0.537], [-2.890, 1.816, 0.161], [-1.720, 2.023, -0.550], [-0.489, 2.115, 0.088], [-0.424, 1.984, 1.465], [0.759, 2.048, 2.149], [-1.580, 1.775, 2.197], [-2.797, 1.699, 1.542], [-4.860, 0.980, -0.070], [-4.092, 1.430, -1.572], [-4.754, 2.688, -0.517], [-1.764, 2.119, -1.628], [0.406, 2.271, -0.518], [1.494, 2.222, 1.535], [-1.519, 1.668, 3.273], [-3.682, 1.531, 2.144], [4.068, -3.214, -1.455], [2.747, -2.569, -1.113], [1.585, -2.968, -1.761], [0.362, -2.383, -1.457], [0.293, -1.390, -0.494], [1.443, -0.984, 0.161], [2.664, -1.570, -0.147], [3.984, -4.301, -1.394], [4.835, -2.902, -0.748], [4.394, -2.956, -2.464], [1.621, -3.749, -2.515], [-0.533, -2.710, -1.974], [-0.653, -0.927, -0.244], [1.398, -0.235, 0.944], [3.566, -1.255, 0.361]],
  "lowdin_charge": [-0.06, -0.29, -0.06, -0.04, -0.35, 0.03, -0.01, -0.04, 0.08, 0.07, 0.08, 0.11, 0.12, 0.11, 0.12, 0.11, -0.06, -0.29, -0.06, -0.09, -0.09, -0.08, -0.05, 0.08, 0.07, 0.08, 0.11, 0.10, 0.10, 0.09, 0.11],
  "smiles": "Cc1ccc(O)cc1.Cc1ccccc1",
  "orbital_gap_ev": 9.2785,
  "lumo_energy_ev": 0.81
}

<Q>
{
  "formula": "C14H16O",
  "method": "the ωB97M-V functional and the def2-TZVPD basis",
  "species": ["C", "C", "C", "C", "C", "O", "C", "C", "H", "H", "H", "H", "H", "H", "H", "H", "C", "C", "C", "C", "C", "C", "C", "H", "H", "H", "H", "H", "H", "H", "H"],
  "xyz": [[-1.570, 1.735, 2.472], [-1.239, 2.505, 1.224], [-0.842, 1.819, 0.065], [-0.504, 2.487, -1.084], [-0.610, 3.885, -1.140], [-0.256, 4.479, -2.332], [-1.083, 4.567, -0.054], [-1.488, 3.850, 1.092], [-2.055, 2.383, 3.202], [-0.672, 1.330, 2.961], [-2.198, 0.869, 2.253], [-0.776, 0.746, 0.162], [-0.367, 1.953, -2.016], [0.071, 5.373, -2.130], [-1.161, 5.651, 0.018], [-1.962, 4.450, 1.855], [0.974, -1.904, -2.235], [1.046, -2.777, -1.013], [-0.073, -3.326, -0.428], [0.029, -4.159, 0.690], [1.248, -4.340, 1.300], [2.397, -3.822, 0.700], [2.295, -3.045, -0.440], [1.363, -0.898, -2.036], [-0.058, -1.724, -2.534], [1.535, -2.283, -3.098], [-1.070, -3.220, -0.828], [-0.829, -4.744, 1.002], [1.263, -4.897, 2.233], [3.367, -4.102, 1.089], [3.226, -2.842, -0.952]],
  "lowdin_charge": [-0.06, -0.29, -0.05, -0.02, -0.33, 0.03, -0.03, -0.05, 0.07, 0.08, 0.08, 0.11, 0.12, 0.11, 0.11, 0.11, -0.06, -0.28, -0.06, -0.10, -0.10, -0.09, -0.06, 0.08, 0.07, 0.08, 0.11, 0.10, 0.10, 0.10, 0.11],
  "smiles": "Cc1ccc(O)cc1.Cc1ccccc1",
  "orbital_gap_ev": 9.3520,
  "lumo_energy_ev": 0.87
}

<R>
{
  "formula": "C14H16O",
  "method": "the ωB97M-V functional and the def2-TZVPD basis",
  "species": ["C", "C", "C", "C", "C", "O", "C", "C", "H", "H", "H", "H", "H", "H", "H", "H", "C", "C", "C", "C", "C", "C", "C", "H", "H", "H", "H", "H", "H", "H", "H"],
  "xyz": [[0.878, -2.530, -4.092], [0.978, -1.330, -3.189], [-0.081, -0.437, -3.093], [-0.016, 0.678, -2.258], [1.064, 0.837, -1.410], [1.178, 1.880, -0.533], [2.111, -0.072, -1.463], [2.079, -1.116, -2.360], [1.833, -3.009, -4.305], [0.295, -2.333, -4.997], [0.304, -3.279, -3.536], [-0.976, -0.651, -3.650], [-0.818, 1.383, -2.400], [0.571, 2.595, -0.781], [2.950, 0.136, -0.813], [2.963, -1.737, -2.438], [-2.283, 2.369, 2.405], [-1.406, 1.179, 2.689], [-0.085, 1.171, 2.251], [0.691, 0.038, 2.402], [0.150, -1.083, 3.033], [-1.148, -1.062, 3.511], [-1.943, 0.052, 3.301], [-2.577, 2.898, 3.315], [-3.170, 1.997, 1.935], [-1.838, 3.162, 1.805], [0.347, 2.100, 1.925], [1.726, -0.033, 2.113], [0.737, -1.988, 3.055], [-1.516, -1.907, 4.068], [-3.000, 0.091, 3.510]],
  "lowdin_charge": [-0.06, -0.29, -0.05, -0.02, -0.33, 0.03, -0.02, -0.05, 0.07, 0.08, 0.08, 0.11, 0.11, 0.11, 0.12, 0.11, -0.06, -0.28, -0.06, -0.08, -0.10, -0.09, -0.06, 0.08, 0.07, 0.07, 0.10, 0.10, 0.10, 0.10, 0.11],
  "smiles": "Cc1ccc(O)cc1.Cc1ccccc1",
  "orbital_gap_ev": 9.0965,
  "lumo_energy_ev": 0.75
}

<P> is preferred energetically. Next in line: 9.8 kcal/mol higher.

<P>
{
  "formula": "C2H9NO2",
  "method": "the ωB97M-V functional and the def2-TZVPD basis",
  "species": ["C", "C", "N", "H", "H", "H", "H", "H", "O", "H", "H", "O", "H", "H"],
  "xyz": [[-0.097, -0.962, -0.107], [-0.216, -0.026, 0.851], [0.760, 0.125, 1.805], [0.869, -1.431, -0.252], [-0.928, -1.315, -0.697], [-1.086, 0.589, 1.032], [1.574, -0.457, 1.740], [0.770, 0.945, 2.370], [-2.912, 0.714, -0.412], [-2.365, 1.307, -0.962], [-2.525, -0.144, -0.604], [2.280, 0.161, -1.884], [1.502, -0.341, -1.658], [2.374, 0.835, -1.222]],
  "lowdin_charge": [-0.05, -0.28, 0.05, 0.05, 0.04, 0.09, 0.09, 0.08, -0.07, 0.06, 0.00, -0.05, -0.03, 0.02],
  "smiles": "C=CN.O.O",
  "orbital_gap_ev": 9.3408,
  "lumo_energy_ev": 0.73
}

<Q>
{
  "formula": "C2H9NO2",
  "method": "the ωB97M-V functional and the def2-TZVPD basis",
  "species": ["C", "N", "C", "O", "H", "H", "H", "H", "H", "H", "H", "O", "H", "H"],
  "xyz": [[0.022, 2.155, 0.069], [-0.731, 0.936, 0.357], [-0.368, -0.243, -0.350], [-1.284, -1.307, 0.021], [0.150, 2.698, 1.000], [-0.552, 2.717, -0.653], [1.038, 1.928, -0.264], [-1.110, 0.719, 1.255], [-0.529, -0.193, -1.424], [0.535, -0.709, 0.019], [-2.169, -0.957, -0.118], [1.993, -2.730, 0.056], [1.718, -1.950, 0.534], [1.287, -3.065, -0.502]],
  "lowdin_charge": [-0.11, -0.12, -0.29, -0.08, 0.08, 0.07, 0.08, 0.11, 0.13, 0.08, 0.07, -0.06, 0.00, 0.04],
  "smiles": "CNCO.O",
  "orbital_gap_ev": 9.8692,
  "lumo_energy_ev": 0.93
}

<R>
{
  "formula": "C2H9NO2",
  "method": "the ωB97M-V functional and the def2-TZVPD basis",
  "species": ["C", "N", "C", "O", "H", "H", "H", "H", "H", "H", "H", "O", "H", "H"],
  "xyz": [[0.092, 2.318, 0.218], [0.376, 1.118, -0.542], [-0.252, -0.068, -0.048], [0.371, -1.232, -0.717], [0.259, 3.210, -0.359], [0.801, 2.325, 1.064], [-0.918, 2.507, 0.597], [0.330, 1.223, -1.544], [-0.097, -0.034, 1.019], [-1.228, -0.237, -0.444], [1.195, -1.019, -1.163], [-0.176, -3.748, 0.816], [-1.018, -3.284, 0.900], [0.269, -3.079, 0.202]],
  "lowdin_charge": [-0.14, -0.12, -0.25, -0.10, 0.07, 0.09, 0.08, 0.11, 0.12, 0.11, 0.08, -0.10, 0.02, 0.03],
  "smiles": "CNCO.O",
  "orbital_gap_ev": 10.2605,
  "lumo_energy_ev": 0.84
}

<P> is preferred energetically. Next in line: 2.0 kcal/mol higher.